(1)
Entry from the OMol25 dataset: a molecular structure, C47H44BrCdIN5OP2Se2Te (ωB97M-V/def2-TZVPD).

```
105
Properties=species:S:1:pos:R:3
Cd 1.17 -0.20 -0.45
Te -2.11 -0.51 2.00
C -2.86 -0.55 3.97
C -2.37 0.34 4.92
C -2.86 0.25 6.21
N -3.79 -0.63 6.59
C -4.26 -1.46 5.66
C -3.83 -1.46 4.34
C -0.02 -0.33 2.62
P 0.53 1.13 1.71
C 2.07 1.77 2.45
C 2.84 2.69 1.75
C 4.01 3.19 2.30
C 4.42 2.77 3.56
C 3.65 1.86 4.27
C 2.47 1.36 3.72
C -0.56 2.57 2.01
C -0.39 3.37 3.14
C -1.23 4.45 3.37
C -2.24 4.75 2.47
C -2.40 3.98 1.32
C -1.56 2.90 1.09
P 0.61 -1.79 1.76
C -0.27 -3.23 2.47
C -0.70 -3.21 3.80
C -1.35 -4.31 4.33
C -1.60 -5.43 3.54
C -1.17 -5.46 2.22
C -0.51 -4.36 1.69
C 2.29 -2.33 2.26
C 2.79 -2.12 3.53
C 4.05 -2.61 3.87
C 4.79 -3.33 2.95
C 4.27 -3.58 1.68
C 3.02 -3.08 1.34
H -1.61 1.07 4.66
H -2.50 0.92 6.98
H -5.01 -2.18 5.99
H -4.23 -2.18 3.63
H 2.52 3.02 0.77
H 4.61 3.90 1.75
H 5.34 3.15 3.99
H 3.97 1.53 5.26
H 1.85 0.66 4.27
H 0.40 3.15 3.85
H -1.10 5.05 4.26
H -2.90 5.59 2.65
H -3.18 4.22 0.61
H -1.69 2.31 0.20
H -0.52 -2.33 4.40
H -1.69 -4.28 5.36
H -2.12 -6.28 3.96
H -1.36 -6.33 1.61
H -0.18 -4.38 0.65
H 2.21 -1.57 4.26
H 4.45 -2.44 4.87
H 5.77 -3.71 3.21
H 4.85 -4.14 0.96
H 2.62 -3.26 0.35
C 1.49 -2.71 -4.27
N 1.35 -1.28 -4.55
C 0.63 -0.73 -5.59
C 0.80 0.60 -5.53
N 1.62 0.85 -4.45
C 2.09 2.17 -4.02
C 1.95 -0.30 -3.84
Se 3.07 -0.50 -2.35
H 0.71 -3.23 -4.81
H 1.38 -2.89 -3.21
H 2.47 -3.06 -4.60
H 0.07 -1.34 -6.28
H 0.42 1.39 -6.15
H 1.67 2.91 -4.70
H 3.17 2.21 -4.06
H 1.75 2.36 -3.01
Br -1.03 -5.29 -3.21
C -1.92 -3.82 -4.00
C -2.52 -4.02 -5.24
C -3.23 -3.00 -5.85
C -3.35 -1.77 -5.22
C -2.75 -1.55 -3.99
C -2.03 -2.58 -3.38
I -1.17 -2.17 -1.52
H -2.43 -4.99 -5.71
H -3.70 -3.18 -6.80
H -3.92 -0.97 -5.68
H -2.82 -0.59 -3.49
O 4.62 -0.14 0.67
C 3.52 -0.19 0.88
C 0.08 4.53 -1.73
N -0.61 4.24 -2.98
C -0.87 5.15 -3.99
C -1.57 4.51 -4.93
N -1.74 3.21 -4.49
C -2.51 2.17 -5.18
C -1.15 3.03 -3.29
Se -1.09 1.47 -2.31
H -0.20 5.53 -1.40
H 1.16 4.49 -1.86
H -0.22 3.80 -0.98
H -0.53 6.18 -3.94
H -1.98 4.87 -5.86
H -2.81 2.56 -6.15
H -3.38 1.90 -4.60
H -1.89 1.28 -5.31
```

## Properties
**HOMO-LUMO gap**: 0.251 hartree
**Energy relative to the best compared isomer or geometry (same formula, charge and spin)**: 70.4 kJ/mol
**Strongest force on any atom**: 0.93 eV Å⁻¹
**Total charge**: +1
**LUMO**: -2.4 eV


(2)
Entry from the OMol25 dataset: a molecular structure, C47H44BrMnNO5P (ωB97M-V/def2-TZVPD).

```
100
Properties=species:S:1:pos:R:3
Mn 0.05 -0.72 -0.29
O -1.29 0.48 -0.08
C -2.37 0.45 0.86
C -2.20 -0.63 2.00
C -0.80 -0.94 2.45
C -0.59 -1.61 3.64
C 0.69 -1.67 4.17
C 1.70 -0.93 3.56
C 1.43 -0.29 2.36
C 2.45 0.70 1.84
C 2.23 1.51 0.54
O 1.41 0.80 -0.45
C 3.56 1.80 -0.20
C 3.58 2.81 -1.16
C 4.71 3.07 -1.91
C 5.87 2.33 -1.72
C 5.87 1.32 -0.78
C 4.73 1.05 -0.03
C 1.53 2.84 0.80
C 0.38 3.22 0.12
C -0.11 4.51 0.24
C 0.52 5.43 1.07
C 1.65 5.04 1.79
C 2.15 3.76 1.64
N 0.24 -0.45 1.75
C -2.51 1.83 1.57
C -1.71 2.15 2.67
C -1.88 3.34 3.36
C -2.83 4.25 2.94
C -3.60 3.97 1.83
C -3.44 2.77 1.15
C -3.68 0.15 0.12
C -3.80 0.44 -1.23
C -4.98 0.19 -1.91
C -6.07 -0.34 -1.25
C -5.98 -0.61 0.11
C -4.79 -0.36 0.79
H -2.72 -1.55 1.76
H -2.69 -0.23 2.88
H -1.43 -2.05 4.17
H 0.89 -2.23 5.07
H 2.67 -0.83 4.02
H 3.42 0.23 1.86
H 2.49 1.46 2.63
H 2.69 3.42 -1.32
H 4.69 3.87 -2.65
H 6.76 2.54 -2.30
H 6.76 0.73 -0.61
H 4.79 0.24 0.68
H -0.14 2.51 -0.50
H -1.00 4.80 -0.30
H 0.14 6.44 1.16
H 2.15 5.74 2.44
H 3.07 3.49 2.16
H -0.96 1.45 3.01
H -1.25 3.55 4.22
H -2.97 5.18 3.49
H -4.35 4.68 1.49
H -4.08 2.56 0.30
H -2.96 0.87 -1.75
H -5.06 0.43 -2.97
H -7.00 -0.55 -1.78
H -6.83 -1.00 0.65
H -4.75 -0.55 1.86
Br -2.04 -2.39 -0.61
C -1.04 -4.00 -0.72
C -1.69 -5.15 -1.04
C -0.95 -6.35 -1.05
C 0.37 -6.34 -0.70
C 1.02 -5.14 -0.32
C 2.34 -5.17 0.17
C 2.88 -4.04 0.69
C 2.19 -2.81 0.60
C 0.95 -2.66 0.02
C 0.32 -3.89 -0.36
H -2.75 -5.14 -1.26
H -1.45 -7.28 -1.31
H 0.94 -7.26 -0.67
H 2.89 -6.11 0.17
H 3.87 -4.05 1.13
H 2.71 -1.96 1.01
C 1.68 -2.73 -3.21
O 0.35 -2.22 -3.33
P -0.20 -0.89 -2.65
O -1.66 -0.82 -3.26
C -2.40 -1.84 -3.95
O 0.59 0.22 -3.50
C 0.40 1.63 -3.27
H 1.68 -3.72 -3.66
H 1.98 -2.82 -2.16
H 2.38 -2.09 -3.75
H -3.39 -1.86 -3.51
H -1.92 -2.81 -3.84
H -2.46 -1.58 -5.00
H 0.30 2.11 -4.24
H 1.26 2.04 -2.75
H -0.50 1.82 -2.68
C 1.93 -0.43 -0.84
H 2.16 -0.45 -1.90
H 2.80 -0.74 -0.28
```

## Properties
**HOMO-LUMO gap (alpha / beta)**: 0.288 / 0.285 hartree
**Spin multiplicity**: 2
**Strongest force on any atom**: 0.90 eV Å⁻¹
**<S²>**: 0.859
**Total charge**: +1
**LUMO (alpha / beta)**: -2.8 / -2.8 eV


(3)
Entry from the OMol25 dataset: a molecular structure, C47H44N4O6P2RuS at a distorted geometry (ωB97M-V/def2-TZVPD).

```
105
Properties=species:S:1:pos:R:3
Ru 1.06 1.12 0.76
O 4.72 0.40 -1.67
C 3.84 0.64 -0.66
O 2.72 1.27 -1.18
C 3.78 -0.14 0.48
C 4.94 -0.85 0.90
C 4.88 -1.65 1.99
C 3.67 -1.74 2.70
C 2.58 -1.01 2.28
N 2.59 -0.23 1.17
C 1.35 -1.16 3.09
O 1.23 -1.97 3.96
O 0.37 -0.23 2.79
H 5.84 -0.73 0.32
H 5.75 -2.21 2.32
H 3.56 -2.34 3.59
O -1.39 7.58 1.01
C -2.17 6.57 0.40
C -1.46 5.26 0.51
C -2.05 4.10 -0.01
C -1.35 2.92 0.07
N -0.15 2.80 0.64
C 0.38 3.89 1.24
C -0.25 5.13 1.14
C 1.55 3.66 2.08
C 2.13 4.66 2.86
C 3.12 4.35 3.78
C 3.73 5.42 4.65
O 3.66 6.71 4.09
C 3.51 3.02 3.88
C 2.93 2.08 3.06
N 1.98 2.38 2.16
H -1.87 8.41 0.99
H -2.33 6.79 -0.66
H -3.15 6.48 0.88
H -3.03 4.13 -0.47
H -1.78 2.00 -0.31
H 0.21 6.01 1.57
H 1.80 5.68 2.77
H 4.76 5.14 4.90
H 3.17 5.47 5.58
H 4.25 6.77 3.33
H 4.26 2.72 4.60
H 3.24 1.05 3.13
C -4.53 -5.28 -3.07
S -4.29 -3.83 -4.12
C -3.94 -2.57 -2.85
C -2.48 -2.60 -2.41
C -2.21 -1.59 -1.30
N -0.77 -1.50 -0.95
P -0.01 -2.45 0.27
C -0.76 -4.11 0.10
C -2.05 -4.42 0.51
C -2.55 -5.70 0.37
C -1.75 -6.70 -0.19
C -0.44 -6.41 -0.55
C 0.06 -5.13 -0.40
C -0.99 -0.53 2.98
C -1.50 -1.60 3.71
C -2.88 -1.81 3.71
C -3.74 -0.96 3.02
C -3.22 0.12 2.33
C -1.85 0.33 2.31
P 0.12 -0.04 -1.21
C -0.73 0.55 -2.74
C -1.40 1.77 -2.88
C -2.13 2.05 -4.02
C -2.19 1.13 -5.06
C -1.46 -0.04 -4.97
C -0.74 -0.33 -3.83
C 1.61 -0.62 -2.07
C 2.48 0.54 -2.43
C 3.92 0.17 -2.88
C 4.11 -1.25 -3.28
C 3.26 -2.21 -2.90
C 2.02 -1.89 -2.22
H -4.67 -6.13 -3.73
H -5.43 -5.14 -2.46
H -3.66 -5.44 -2.44
H -4.63 -2.74 -2.02
H -4.18 -1.62 -3.32
H -1.85 -2.38 -3.26
H -2.22 -3.60 -2.06
H -2.78 -1.83 -0.40
H -2.54 -0.60 -1.63
H -2.67 -3.65 0.97
H -3.55 -5.94 0.69
H -2.14 -7.70 -0.32
H 0.19 -7.19 -0.95
H 1.09 -4.91 -0.66
H -0.85 -2.26 4.24
H -3.27 -2.66 4.26
H -4.81 -1.13 3.05
H -3.88 0.80 1.81
H -1.41 1.17 1.79
H -1.35 2.51 -2.10
H -2.66 2.99 -4.10
H -2.78 1.34 -5.94
H -1.46 -0.75 -5.79
H -0.16 -1.24 -3.78
H 1.98 1.23 -3.11
H 4.29 0.86 -3.64
H 5.03 -1.49 -3.80
H 3.47 -3.25 -3.11
H 1.38 -2.70 -1.88
```

## Properties
**HOMO-LUMO gap (alpha / beta)**: 0.178 / 0.178 hartree
**Spin multiplicity**: 2
**Energy relative to the best compared isomer or geometry (same formula, charge and spin)**: 0.0 kJ/mol
**Strongest force on any atom**: 1.82 eV Å⁻¹
**<S²>**: 0.754
**Total charge**: +1
**LUMO (alpha / beta)**: -3.3 / -3.3 eV